Below is a structure of composition C34H32IrN4O4PS2 in a non-equilibrium geometry, with properties calculated with wB97M-V/def2-TZVPD.

The geometry in XYZ format:
```
78
Properties=species:S:1:pos:R:3:forces:R:3:mulliken_charge:R:1
Ir -0.837744 0.715093 -0.235094 -0.434 -0.154 0.307 3.704
N -1.932334 2.290513 1.357363 -0.174 -0.268 -0.423 -0.617
N -3.055773 1.661624 1.886277 -0.207 -0.070 -0.033 -0.296
C -3.300171 0.332338 1.602498 0.185 -0.018 0.074 0.038
O -4.317890 -0.207755 1.959624 0.198 -0.060 -0.138 -0.659
O -2.294484 -0.253050 0.965852 0.521 -0.665 0.489 -0.678
H -1.349099 2.597676 2.123075 0.183 0.039 -0.040 0.282
H -2.191371 3.086486 0.786462 -0.045 0.094 -0.040 0.356
H -3.807480 2.207935 2.268758 -0.095 0.022 0.055 0.221
C 3.367175 -0.367059 3.393072 -0.111 0.104 0.017 -1.560
C 2.637291 0.956482 3.447163 0.080 0.020 -0.048 1.240
C 2.945263 1.824294 4.497109 -0.058 -0.016 0.000 -0.840
C 2.353362 3.071380 4.625882 0.076 -0.013 0.037 -0.765
C 1.437929 3.503806 3.679276 -0.036 0.043 -0.007 -1.150
C 1.113727 2.660628 2.631058 0.079 0.013 0.067 -1.494
C 1.685554 1.391358 2.507919 -0.243 0.330 -0.095 1.439
P 1.135780 0.451596 1.056522 -0.683 -0.225 0.044 1.037
C 1.041677 -1.287031 1.608387 -0.096 0.016 0.037 1.196
C 1.730340 -2.274918 0.900376 0.023 0.014 0.066 -0.723
C 1.610189 -3.611491 1.251262 -0.014 0.077 -0.009 -0.998
C 0.810440 -3.964511 2.328988 0.060 -0.049 -0.055 -0.827
C 0.149012 -2.984710 3.051385 -0.130 0.062 0.052 -0.857
C 0.231632 -1.638951 2.703882 -0.029 0.127 -0.011 0.420
C -0.521332 -0.617290 3.526421 0.192 -0.111 -0.056 -1.381
C 2.429149 0.649772 -0.176689 -0.074 0.224 0.349 0.609
C 3.678382 1.215212 0.009631 0.021 -0.037 0.155 -1.129
C 4.421505 1.596676 -1.103959 0.051 0.098 0.094 -0.819
C 3.855494 1.508486 -2.363352 -0.206 0.036 -0.122 -0.826
C 2.572532 0.980025 -2.530352 0.387 -0.162 -0.455 -0.555
C 1.889749 0.472359 -1.444916 -0.176 -0.608 -0.575 -0.291
C 0.613115 -0.288663 -1.576791 -1.167 1.633 1.774 -1.577
H 4.336077 -0.272161 3.884068 -0.048 0.012 -0.007 0.604
H 3.536085 -0.712105 2.375777 0.014 -0.004 -0.018 0.188
H 2.805124 -1.146285 3.915925 0.011 0.018 -0.068 0.306
H 3.675831 1.503849 5.232288 -0.026 0.026 -0.047 0.494
H 2.624008 3.713902 5.456028 -0.024 -0.059 -0.048 0.411
H 0.988662 4.486278 3.758303 0.013 -0.045 -0.018 0.464
H 0.408343 2.986761 1.873929 0.241 0.047 -0.018 0.480
H 2.387841 -1.993710 0.084677 -0.041 -0.009 -0.001 0.457
H 2.141393 -4.368997 0.689471 -0.001 0.024 0.013 0.485
H 0.703740 -5.007128 2.604620 0.020 0.062 0.027 0.433
H -0.466453 -3.264484 3.901674 0.044 0.011 -0.088 0.482
H -1.353603 -1.084526 4.052106 0.001 0.005 -0.049 0.529
H -0.920098 0.179537 2.899452 -0.004 -0.009 0.062 0.152
H 0.134197 -0.157469 4.271039 -0.025 -0.023 -0.002 0.201
H 4.059709 1.396425 1.010186 -0.020 -0.046 -0.085 0.413
H 5.412306 2.015695 -0.978136 -0.055 -0.025 -0.002 0.455
H 4.413425 1.855677 -3.224514 -0.061 0.010 0.010 0.428
H 2.116277 0.916867 -3.514658 0.159 -0.044 0.041 0.593
H 0.542859 -1.203422 -1.005201 0.574 -0.584 -0.631 0.692
H 0.193262 -0.316839 -2.562837 0.111 -0.136 -0.297 0.693
C -1.525174 3.897542 -3.883242 -0.006 0.042 -0.020 -0.303
C -0.446641 4.071465 -3.026024 -0.037 0.128 -0.055 -0.855
C -0.318272 3.235421 -1.940005 -0.113 -0.027 0.103 -0.094
N -1.217053 2.270651 -1.664775 1.468 -0.153 -0.409 0.021
C -2.278679 2.132905 -2.474250 0.000 0.193 0.255 -0.356
C -2.457975 2.917696 -3.594239 -0.076 0.132 -0.021 -0.956
H -1.639197 4.528996 -4.755437 0.008 -0.045 0.017 0.427
H 0.292102 4.843002 -3.197627 -0.013 -0.055 -0.003 0.451
H 0.507761 3.331976 -1.249099 0.079 -0.119 -0.049 0.367
H -3.012633 1.390990 -2.204716 0.007 -0.074 0.018 0.871
H -3.317653 2.736667 -4.225747 0.031 0.031 0.048 0.487
O -3.731432 -0.434301 -3.483471 0.125 0.086 0.081 -0.636
S -2.385978 -0.892409 -3.275689 -0.231 0.139 0.006 1.029
O -1.344966 -0.226426 -4.000906 0.180 -0.101 0.084 -0.645
N -2.074402 -0.875371 -1.594430 -0.668 -0.163 -0.284 -0.642
C -2.351845 -2.077653 -1.113703 0.216 0.483 -0.313 0.940
S -2.579664 -2.510476 0.497174 0.135 -0.066 0.000 -0.122
C -2.470657 -3.148514 -2.153837 0.015 -0.036 0.183 0.240
C -2.637484 -4.508372 -1.964983 -0.004 -0.067 0.052 -0.823
C -2.735487 -5.320143 -3.088525 -0.022 0.004 0.039 -0.681
C -2.638625 -4.783742 -4.368731 0.037 -0.085 -0.028 -0.577
C -2.447125 -3.421701 -4.558495 0.006 0.205 -0.118 -0.667
C -2.378126 -2.633243 -3.429783 -0.033 -0.139 0.089 0.324
H -2.685000 -4.920925 -0.964561 -0.057 -0.037 -0.061 0.403
H -2.896124 -6.383436 -2.965821 0.048 0.028 -0.008 0.418
H -2.715766 -5.433894 -5.230967 0.026 0.010 0.043 0.423
H -2.354479 -2.992905 -5.549389 -0.079 -0.037 0.063 0.500
```
Forces are in eV/Å.

## Properties
spin multiplicity = 2
ΔE to the lowest compared entry with this formula, charge and spin = 72.62 kcal per mole
HOMO energy (spin up / spin down) = -10.8 / -10.8 eV
⟨S²⟩ = 0.781
charge = +1

***

Below is a cluster of 7 separate species, C34H33Br4N5O10 in total in a non-equilibrium geometry, with properties calculated with wB97M-V/def2-TZVPD.

The geometry in XYZ format:
```
86
Properties=species:S:1:pos:R:3:forces:R:3:mulliken_charge:R:1
O 2.805187 4.367412 -3.986051 -0.400 -0.121 0.082 -0.578
N 1.674508 4.805350 -4.117517 0.271 0.331 -0.663 1.043
O 1.191508 5.685535 -3.432742 -0.031 -0.289 0.196 -0.607
C 0.862450 4.315780 -5.264490 0.143 -0.151 0.337 0.282
C 1.473219 3.587476 -6.261757 0.782 0.090 0.024 -0.153
C 0.771507 3.234383 -7.401874 -0.002 1.271 0.098 -0.765
C -0.539755 3.694917 -7.524444 0.154 -0.834 0.280 -0.466
C -1.179781 4.296034 -6.436065 -0.234 0.376 -0.885 -0.473
C -0.469261 4.673371 -5.318402 0.381 0.079 0.335 -0.418
H 2.545018 3.435719 -6.230993 -0.112 -0.234 0.238 0.509
H 1.368704 2.859238 -8.221175 -0.413 -0.337 -0.152 0.397
H -1.058229 3.555693 -8.463878 -0.176 -0.060 0.102 0.382
H -2.214493 4.589525 -6.555944 -0.002 0.035 0.123 0.361
H -0.833214 5.304684 -4.519085 -0.396 -0.200 -0.050 0.471
O -2.373737 -0.480114 3.816633 -0.104 0.015 -0.581 -0.601
N -2.923091 -0.391596 2.725111 0.137 0.102 0.828 1.086
O -2.629972 -1.054406 1.752147 -0.127 0.138 0.027 -0.543
C -4.028842 0.574242 2.627586 -1.045 -0.085 -0.250 0.008
C -4.815713 0.579472 1.489144 -0.289 -0.809 -1.354 0.020
C -5.997040 1.292382 1.425795 0.477 1.583 1.141 -0.733
C -6.287325 2.152116 2.496838 0.316 0.349 -0.257 -0.240
C -5.517232 2.159718 3.656947 0.350 -0.124 -0.615 -0.715
C -4.410475 1.318652 3.726042 0.065 -0.754 0.682 -0.225
H -4.558944 -0.008120 0.614354 0.309 -0.093 0.248 0.432
H -6.608685 1.438124 0.548299 0.168 -0.613 -0.246 0.353
H -7.033643 2.918549 2.323463 -0.318 -0.240 0.375 0.360
H -5.700347 2.849523 4.467233 -0.256 -0.111 0.077 0.396
H -3.917844 1.068194 4.658331 0.222 0.644 -0.006 0.444
O -0.501279 -3.557196 7.062863 -0.363 0.053 0.042 -0.609
N 0.614618 -3.844673 6.683520 -0.364 0.145 0.146 1.006
O 1.306761 -4.698602 7.182910 0.421 -0.400 0.135 -0.609
C 1.157549 -3.087313 5.572851 1.369 0.534 -1.264 0.085
C 2.528334 -3.166638 5.275224 -1.162 0.744 0.241 -0.633
C 2.994728 -2.348985 4.253488 1.666 -0.302 0.550 -0.444
C 2.205006 -1.561687 3.448722 -0.632 -0.035 0.696 -0.703
C 0.850284 -1.537690 3.752876 -0.254 0.122 -0.883 0.318
C 0.334350 -2.264720 4.801352 -0.379 -1.040 0.765 -0.454
H 3.233172 -3.724658 5.870635 -0.169 -0.185 0.052 0.490
H 4.079003 -2.314130 4.202121 -0.084 -0.051 -0.563 0.322
H 2.600568 -0.943540 2.656108 0.124 -0.088 -0.023 0.483
H 0.181487 -1.000743 3.092208 -0.129 0.091 0.232 0.201
H -0.721745 -2.322322 5.029629 -0.028 0.409 -0.161 0.524
O 0.915679 -1.979475 -1.494925 -0.004 -0.439 0.253 -0.647
N 0.429960 -1.453802 -0.503213 0.525 0.512 -1.644 1.064
O -0.034114 -2.050499 0.431471 -0.133 0.330 0.540 -0.512
C 0.413548 0.034080 -0.592559 -0.033 0.342 0.327 0.072
C 1.153143 0.677204 -1.594964 0.044 -0.297 0.479 -0.260
C 1.212333 2.056349 -1.603693 -0.351 0.637 0.179 -0.121
C 0.439116 2.805115 -0.704248 0.613 -0.885 -0.746 -0.692
C -0.376831 2.121379 0.161636 -0.638 0.871 1.313 0.004
C -0.341267 0.751822 0.323638 0.540 -0.762 -0.655 -0.063
H 1.753420 0.128772 -2.301129 -0.088 -0.184 0.024 0.026
H 1.838193 2.577427 -2.316731 0.119 -0.178 -0.016 0.293
H 0.533242 3.877795 -0.653015 -0.170 0.073 -0.231 0.395
H -1.017914 2.713487 0.808396 0.124 -0.170 0.200 0.298
H -0.810134 0.207608 1.129289 -0.336 0.151 -0.105 -0.085
O 4.621022 -7.016990 2.106450 0.469 -0.013 -0.106 -0.606
N 3.959190 -6.010496 2.224164 -0.921 -0.233 0.399 1.010
O 4.325492 -4.966905 2.715989 0.387 0.271 0.030 -0.586
C 2.554393 -6.096971 1.808274 -0.885 0.143 -1.262 -0.054
C 2.168778 -7.118780 0.955214 0.088 -0.316 0.234 -0.417
C 0.855129 -7.179801 0.487023 1.098 0.007 -0.239 -0.462
C -0.025678 -6.199276 0.848020 -0.734 0.804 0.039 -0.492
C 0.341361 -5.162287 1.728009 -0.905 -0.805 -1.915 -0.368
C 1.642983 -5.073724 2.097279 1.108 0.097 2.092 0.491
H 2.864753 -7.871664 0.612683 0.180 0.097 0.216 0.399
H 0.656425 -7.933740 -0.262582 -0.401 0.003 0.117 0.361
H -0.993159 -6.120931 0.362385 -0.079 -0.310 0.238 0.340
H -0.403288 -4.393350 1.876057 0.282 0.171 0.467 0.450
H 1.921148 -4.297600 2.801490 0.288 0.109 -0.315 -0.020
Br -2.368268 5.862754 -1.550042 0.084 0.236 0.423 -0.121
C -1.351896 6.102021 0.123321 0.106 -0.461 0.122 -0.436
C -2.134435 5.428724 1.245475 0.069 0.539 -0.165 -0.686
Br -1.192498 5.297094 2.972415 0.028 0.020 -0.657 -0.152
H -1.196243 7.157529 0.318353 -0.106 0.054 -0.196 0.461
H -0.405560 5.630837 -0.110828 0.091 0.003 0.260 0.230
H -2.436256 4.431202 0.949169 -0.090 -0.040 0.192 0.360
H -2.983025 6.065832 1.471222 -0.249 -0.309 -0.013 0.424
Br 3.480420 1.021306 -4.460026 0.017 -0.021 0.042 -0.108
C 3.535131 -0.932088 -4.582488 0.147 0.090 -0.140 -0.620
C 2.168902 -1.422345 -4.996689 0.960 -0.419 0.386 -0.457
Br 2.263243 -3.358438 -5.225735 0.033 -0.052 -0.080 -0.162
H 3.841376 -1.305139 -3.610015 0.018 -0.006 -0.035 0.374
H 4.283650 -1.148019 -5.338839 0.041 -0.075 0.111 0.447
H 1.951464 -1.007489 -5.973301 -0.711 0.098 0.227 0.401
H 1.489759 -1.297484 -4.160415 -0.508 0.361 -0.497 0.225
```
Forces are in eV/Å.

## Properties
ΔE to the lowest compared entry with this formula, charge and spin = 0.00 kcal per mole
HOMO energy = -9.7 eV
structure (SMILES) = O=[N+]([O-])c1ccccc1.O=[N+]([O-])c1ccccc1.O=[N+]([O-])c1ccccc1.O=[N+]([O-])c1ccccc1.O=[N+]([O-])c1ccccc1.BrCCBr.BrCCBr

***

Below is a structure of composition C34H33BrN5O3OsPSTe, with properties calculated with wB97M-V/def2-TZVPD.

The geometry in XYZ format:
```
80
Properties=species:S:1:pos:R:3:forces:R:3:mulliken_charge:R:1
Os -0.044596 0.333064 1.225893 0.174 -0.026 0.011 1.224
Te -2.008740 1.959613 2.150821 0.018 0.140 -0.069 0.285
C -1.683548 3.542405 0.892148 -0.041 -0.119 0.090 0.303
C -0.600790 3.785025 0.070299 0.057 0.017 -0.025 -0.087
C -0.695793 5.026174 -0.583632 0.024 0.004 0.000 -0.972
C -1.840898 5.704103 -0.255623 -0.029 -0.048 0.023 -0.395
S -2.808708 4.845157 0.843222 0.014 0.038 0.010 -0.060
H 0.234206 3.105738 -0.047846 -0.034 0.012 0.018 0.449
H 0.052189 5.414933 -1.257833 0.001 0.007 -0.009 0.450
H -2.156625 6.673547 -0.607746 -0.006 0.011 -0.012 0.428
C 1.881885 -1.800511 0.184272 0.012 -0.014 -0.008 -0.166
N 1.090502 -1.461979 1.441945 -0.079 -0.034 0.026 0.318
C 0.156115 -2.638596 1.710788 0.030 -0.117 -0.017 -0.426
N 0.886085 -3.866841 1.834658 -0.014 0.042 -0.006 0.173
C 1.630916 -4.117770 0.598346 0.018 -0.013 -0.020 -0.437
N 2.590377 -3.040537 0.331430 -0.024 0.018 0.013 0.265
C 3.516517 -2.943060 1.465823 0.032 0.005 0.000 -0.696
N 2.788743 -2.674776 2.706974 0.008 0.020 -0.003 0.207
C 2.093326 -1.429030 2.594501 -0.014 0.033 0.085 -0.846
C 1.834332 -3.758622 2.946972 0.013 -0.029 0.028 -0.693
H 2.589383 -0.985879 0.010726 -0.028 0.013 -0.013 0.240
H 1.173229 -1.874169 -0.645762 0.017 0.012 0.040 -0.225
H -0.543113 -2.692111 0.878356 0.028 -0.020 0.021 0.147
H -0.383928 -2.421030 2.633346 0.011 0.025 -0.001 0.179
H 0.934862 -4.190619 -0.237572 -0.037 -0.009 -0.026 0.039
H 2.170603 -5.059170 0.691276 0.002 0.008 -0.002 0.403
H 4.234742 -2.142639 1.281943 -0.006 0.003 0.007 0.334
H 4.059430 -3.881609 1.564291 -0.004 -0.002 -0.010 0.349
H 2.789880 -0.617335 2.396999 0.026 0.025 -0.006 0.445
H 1.536030 -1.213085 3.507676 -0.009 -0.008 -0.041 0.242
H 1.289783 -3.566565 3.872210 0.000 -0.002 -0.001 0.350
H 2.376406 -4.697271 3.048630 0.001 -0.001 0.003 0.336
O -1.293299 -0.612527 0.037211 -0.127 0.123 -0.070 -0.345
P -1.748025 -0.587270 -1.470923 0.059 -0.087 0.173 2.165
C -1.059817 0.847637 -2.266313 -0.034 0.013 -0.040 0.202
C 0.327689 1.030127 -2.281177 0.036 -0.022 0.001 -0.005
C 0.872524 2.128787 -2.920547 -0.004 0.002 0.005 -0.942
C 0.035850 3.047016 -3.548743 0.012 0.002 0.004 -0.733
C -1.339080 2.872838 -3.531641 0.001 0.004 0.008 -0.876
C -1.893297 1.772622 -2.891736 0.019 0.027 0.006 -0.777
C -3.520100 -0.575153 -1.547952 0.014 -0.013 -0.045 0.113
C -4.146263 -1.192817 -2.632338 -0.029 -0.002 -0.017 -0.433
C -5.525579 -1.130289 -2.753273 0.018 0.000 0.000 -0.783
C -6.275946 -0.461535 -1.796635 -0.001 0.011 0.021 -0.537
C -5.654600 0.151193 -0.714476 -0.020 -0.007 -0.018 -0.734
C -4.277703 0.099997 -0.591413 0.013 0.000 0.022 -0.048
C -1.145774 -2.085327 -2.221256 0.010 0.063 -0.046 0.251
C -0.274949 -2.075027 -3.309685 0.003 -0.043 0.009 -0.269
C 0.164035 -3.278112 -3.846414 -0.007 0.017 0.000 -0.755
C -0.274729 -4.478643 -3.309179 -0.010 -0.010 0.011 -0.497
C -1.159542 -4.491216 -2.234112 0.027 -0.009 0.000 -0.930
C -1.594602 -3.298298 -1.686624 -0.035 -0.016 -0.004 -0.413
H 0.986144 0.296408 -1.824647 -0.021 0.034 0.001 0.489
H 1.945631 2.263077 -2.947668 0.004 0.002 -0.003 0.497
H 0.463945 3.897839 -4.062479 0.003 0.001 0.000 0.504
H -1.983536 3.587771 -4.024237 -0.007 0.006 -0.001 0.493
H -2.966774 1.635283 -2.886491 -0.009 -0.012 -0.002 0.463
H -3.565388 -1.724275 -3.375775 0.007 0.001 -0.001 0.492
H -6.014496 -1.609416 -3.589966 0.001 -0.005 -0.007 0.454
H -7.352702 -0.421385 -1.891232 -0.004 0.002 0.004 0.426
H -6.245451 0.663633 0.032252 -0.005 0.003 0.001 0.457
H -3.795675 0.573944 0.254024 0.008 -0.006 0.003 -0.096
H 0.050590 -1.141002 -3.746930 0.001 0.006 -0.015 0.509
H 0.836950 -3.275183 -4.692627 0.008 0.000 -0.005 0.482
H 0.061624 -5.413295 -3.737487 -0.001 -0.006 -0.004 0.452
H -1.514711 -5.431681 -1.834732 -0.001 0.001 0.010 0.461
H -2.301783 -3.307450 -0.864065 0.007 -0.001 0.003 0.448
Br 4.296347 5.567973 6.003183 0.002 -0.005 -0.008 -0.117
C 4.017118 4.305598 4.643213 -0.023 -0.011 -0.012 -0.098
C 5.094424 3.851458 3.882881 0.020 0.020 0.030 -0.157
N 4.968085 2.963461 2.903748 0.009 0.008 -0.006 -0.605
C 3.758394 2.485796 2.651707 -0.014 -0.031 -0.008 -0.325
C 2.626977 2.872262 3.361071 -0.004 0.004 0.006 0.480
C 2.756165 3.813883 4.380194 0.042 0.005 0.009 -0.486
C 1.289784 2.332861 3.053748 -0.031 0.187 0.146 0.403
O 0.264817 2.759225 3.541932 0.011 -0.076 -0.061 -0.644
O 1.296208 1.316550 2.175533 -0.105 -0.153 -0.200 -0.303
H 6.091882 4.225249 4.079625 0.007 0.002 -0.002 0.409
H 3.682249 1.772602 1.839552 0.002 -0.012 0.000 0.517
H 1.893587 4.138258 4.945368 -0.014 -0.003 -0.003 0.581
```
Forces are in eV/Å.

## Properties
spin multiplicity = 5
ΔE to the lowest compared entry with this formula, charge and spin = 0.00 kcal per mole
HOMO energy (spin up / spin down) = -13.4 / -13.4 eV
⟨S²⟩ = 6.025
charge = +2